# 1
{
  "formula": "C5H8N2",
  "method": "ωB97M-V/def2-TZVPD",
  "symbols": ["N", "N", "C", "C", "C", "C", "C", "H", "H", "H", "H", "H", "H", "H", "H"],
  "coordinates": [[-2.200, -0.380, 0.027], [-4.562, 0.108, 0.110], [3.535, -0.580, -0.409], [2.674, 0.184, 0.511], [0.338, 0.987, -0.091], [1.459, 0.598, 0.112], [-3.379, -0.256, 0.006], [4.520, -0.565, 0.012], [-5.217, 0.024, -0.621], [-0.582, 1.414, -0.369], [-4.766, 0.823, 0.901], [3.049, -1.458, -0.568], [3.088, 0.218, 1.521], [-1.484, -1.021, 0.289], [3.527, -0.096, -1.432]],
  "lowdin_charge": [0.32, 0.28, 0.02, 0.09, 0.28, -0.02, -0.11, 0.11, 0.16, 0.07, 0.24, 0.10, 0.17, 0.13, 0.16],
  "total_charge": 2,
  "homo_ha": -0.7212,
  "multiplicity": 1
}

=====

# 2
{
  "formula": "C30H38F4N2O15S2",
  "method": "ωB97M-V/def2-TZVPD",
  "symbols": ["S", "S", "F", "F", "F", "F", "O", "O", "O", "O", "O", "O", "O", "O", "O", "O", "O", "O", "O", "O", "O", "N", "N", "C", "C", "C", "C", "C", "C", "C", "C", "C", "C", "C", "C", "C", "C", "C", "C", "C", "C", "C", "C", "C", "C", "C", "C", "C", "C", "C", "C", "C", "C", "H", "H", "H", "H", "H", "H", "H", "H", "H", "H", "H", "H", "H", "H", "H", "H", "H", "H", "H", "H", "H", "H", "H", "H", "H", "H", "H", "H", "H", "H", "H", "H", "H", "H", "H", "H", "H", "H"],
  "coordinates": [[-0.786, -0.636, 4.406], [-2.487, -1.032, -1.345], [-0.488, 5.274, 2.195], [1.473, 4.469, 2.754], [0.966, 4.783, 5.277], [-1.228, 4.608, 4.991], [-5.689, 0.628, -3.201], [1.855, -4.484, -4.615], [-7.251, -0.062, -4.522], [2.426, 9.687, 8.833], [2.573, 8.252, 7.226], [2.840, -1.023, -1.060], [-6.352, 1.978, -4.887], [3.199, 1.139, -1.608], [4.252, -0.387, -2.705], [-2.178, -7.977, -6.215], [3.579, -5.187, -5.704], [-0.518, -9.488, -5.958], [1.536, -5.501, -6.609], [-2.593, -9.789, -5.117], [0.570, 9.213, 7.636], [-1.817, 1.410, -0.249], [0.139, 2.121, 4.992], [4.145, -5.838, -6.846], [3.379, -0.177, -1.724], [2.251, -5.097, -5.728], [1.648, 10.598, 9.614], [1.065, 1.088, 5.369], [2.301, 1.525, -0.569], [-0.857, 2.778, 1.481], [-0.378, 2.999, 2.760], [-1.956, 0.325, -0.780], [-0.830, 0.707, 3.253], [-2.158, -11.045, -4.594], [2.832, -0.869, 6.176], [-4.749, 1.631, -2.808], [3.154, 0.463, 6.357], [1.959, 7.515, 6.165], [1.740, 9.065, 7.875], [-8.106, 0.150, -5.648], [2.269, 1.445, 5.946], [0.145, 4.397, 3.049], [-1.326, 1.544, 1.087], [-0.070, 5.038, 4.437], [0.440, -4.312, -4.499], [-1.320, 0.489, 1.982], [4.481, -1.766, -3.012], [-6.423, 0.950, -4.265], [-0.361, 1.946, 3.666], [-1.270, -7.148, -6.955], [-1.650, -9.118, -5.783], [1.643, -1.239, 5.576], [0.765, -0.250, 5.177], [4.088, 0.753, 6.813], [2.330, 11.023, 10.344], [-1.343, -10.906, -3.887], [1.397, -2.280, 5.432], [1.238, 11.388, 8.988], [-1.833, -6.262, -7.235], [-0.127, 6.122, 4.319], [-0.658, 2.072, 5.627], [0.060, -3.698, -5.313], [-4.230, 1.238, -1.942], [-1.840, -11.707, -5.397], [-0.926, -7.662, -7.850], [5.203, -1.781, -3.822], [0.265, -3.815, -3.549], [-3.018, -11.471, -4.085], [-0.062, -5.278, -4.494], [2.480, 2.497, 6.069], [-0.866, 3.570, 0.749], [-0.419, -6.861, -6.348], [3.531, -1.627, 6.497], [2.219, 2.607, -0.627], [3.557, -2.234, -3.347], [-8.714, -0.745, -5.735], [2.738, 6.898, 5.730], [0.841, 10.075, 10.123], [-4.034, 1.822, -3.607], [1.167, 6.881, 6.554], [1.562, 8.196, 5.412], [4.882, -2.301, -2.154], [3.782, -6.861, -6.922], [5.219, -5.837, -6.688], [-7.519, 0.288, -6.555], [-8.744, 1.017, -5.487], [3.905, -5.292, -7.756], [-5.258, 2.554, -2.539], [2.697, 1.246, 0.407], [1.318, 1.080, -0.713], [-1.670, -0.498, 1.717]],
  "lowdin_charge": [1.06, 0.79, 0.08, 0.12, 0.06, 0.09, 0.00, 0.00, 0.00, 0.00, 0.01, 0.12, 0.12, 0.01, 0.01, 0.01, 0.01, 0.12, 0.12, 0.00, 0.12, 0.11, 0.07, -0.03, -0.62, -0.62, -0.04, -0.26, -0.04, 0.04, -0.04, -0.77, -0.43, -0.04, -0.09, -0.04, -0.07, -0.05, -0.62, -0.04, -0.01, -0.38, -0.24, -0.29, -0.03, -0.03, -0.03, -0.62, -0.20, -0.03, -0.63, -0.09, -0.45, 0.10, 0.09, 0.10, 0.11, 0.10, 0.10, 0.16, 0.15, 0.10, 0.04, 0.10, 0.10, 0.09, 0.09, 0.09, 0.09, 0.11, 0.13, 0.06, 0.11, 0.09, 0.09, 0.09, 0.10, 0.10, 0.10, 0.09, 0.10, 0.10, 0.10, 0.09, 0.10, 0.10, 0.10, 0.10, 0.10, 0.08, 0.11],
  "homo_ha": -0.3208,
  "multiplicity": 1
}